## one
{"formula": "C6H11NS", "method": "ωB97M-V with the def2-TZVPD basis set", "symbols": ["C", "C", "C", "C", "C", "C", "H", "H", "H", "H", "H", "H", "H", "H", "H", "H", "H", "N", "S"], "coordinates": [[0.47656, 0.49600, -0.17984], [1.70925, -0.22581, -0.84438], [1.16517, -0.33814, 1.11438], [-1.04634, 0.34315, -0.46648], [-2.19749, 0.35965, 0.52351], [-1.70228, -0.93359, -0.13803], [-0.42988, 2.81030, -0.57536], [2.56689, 0.53089, -0.90476], [1.50860, -0.73773, -1.90293], [2.55531, -1.71840, 0.43351], [0.60811, -0.84455, 1.85979], [1.93080, 0.22773, 1.63184], [-1.31542, 0.71163, -1.48814], [-1.82494, 0.60289, 1.44808], [-3.07868, 0.67834, -0.01476], [-0.96563, -1.79493, 0.26263], [-2.37969, -1.22763, -0.97801], [1.73195, -1.27991, 0.09639], [0.68770, 2.34012, 0.12258]], "mulliken_charge": [0.8584, -0.4763, -0.9779, -0.6890, -0.6253, -0.5615, 0.1528, 0.2723, 0.2553, 0.2202, 0.3333, 0.3583, 0.5165, 0.2985, 0.2878, 0.2056, 0.2397, -0.3659, -0.3028], "homo_ev": -8.86, "lumo_ev": 0.87}

=====

## two
{"formula": "C6H11NS", "method": "ωB97M-V with the def2-TZVPD basis set", "symbols": ["C", "C", "C", "C", "C", "C", "N", "S", "H", "H", "H", "H", "H", "H", "H", "H", "H", "H", "H"], "coordinates": [[0.24654, 1.22149, -0.19916], [-0.55463, -1.69021, 2.13315], [-1.15857, -0.58605, 3.05169], [-1.76433, -0.91392, 1.77283], [-0.21430, -0.05712, -2.25915], [1.76621, 1.30623, -2.06718], [0.53318, 0.92308, -1.45192], [1.03594, 2.06450, 0.91801], [0.31712, -1.44477, 1.72255], [-0.54486, -2.79023, 2.41621], [-1.55212, -0.64566, 3.99113], [-0.52557, 0.33748, 3.22316], [-2.69507, -1.05836, 1.28742], [0.24927, -0.98525, -2.48481], [-1.14691, -0.50901, -1.82387], [-0.36923, 0.57190, -3.25264], [1.79254, 1.58327, -3.11434], [2.13439, 2.17922, -1.71611], [2.45039, 0.49341, -2.14695]], "mulliken_charge": [0.1895, -0.4723, -0.4611, -0.2635, -0.8578, -1.1750, 0.0852, -0.3255, 0.2368, 0.2118, 0.3003, 0.0943, 0.3684, 0.3469, 0.2447, 0.3076, 0.3547, 0.4237, 0.3913], "homo_ev": [-7.73, -7.62], "lumo_ev": [-0.30, 0.69]}

=====

## three
{"formula": "C6H11NS", "method": "ωB97M-V with the def2-TZVPD basis set", "symbols": ["C", "C", "C", "C", "S", "C", "C", "N", "H", "H", "H", "H", "H", "H", "H", "H", "H", "H", "H"], "coordinates": [[-2.47329, -0.45702, -0.62874], [-1.40622, 0.15148, 0.26917], [-0.13964, -0.50300, 0.69949], [0.65278, -1.66018, 0.17768], [2.22803, -0.90370, -0.42091], [2.26855, 0.76388, 0.00523], [0.86075, 1.53125, -0.22035], [-0.22592, 0.52206, -0.29748], [-2.09843, -1.50420, -1.03404], [-3.53959, -0.73343, -0.17136], [-2.53103, 0.37743, -1.47673], [-2.00035, 0.62893, 1.05271], [0.13159, -0.09136, 1.76990], [0.15098, -2.06895, -0.63275], [0.84916, -2.41475, 0.92478], [2.63517, 0.79426, 0.99786], [3.05229, 1.17799, -0.72435], [0.79667, 2.17902, 0.70112], [0.78848, 2.21031, -0.99125]], "mulliken_charge": [-1.1263, 0.2082, -0.3420, -0.6996, -0.2208, -0.4770, -0.6707, -0.1510, 0.2109, 0.3109, 0.2156, 0.3982, 0.2235, 0.3048, 0.4021, 0.3782, 0.2873, 0.2490, 0.4989], "homo_ev": -8.24, "lumo_ev": 1.03, "smiles": "C[C@H]1[C@H]2CSCCN21"}

=====

Short version: three is the most stable of them.

=====

## one
{"formula": "CH4FNS2", "method": "ωB97M-V with the def2-TZVPD basis set", "symbols": ["C", "N", "F", "S", "S", "H", "H", "H", "H"], "coordinates": [[-0.79643, 1.79761, -0.84152], [-0.59050, 0.45690, -0.27634], [-2.26710, -1.11289, 1.02783], [-0.66992, -2.46091, -0.02674], [-1.50332, -0.74010, -0.50722], [-1.76699, 2.08071, -1.06879], [-0.43371, 2.63495, -0.10768], [-0.26614, 1.84218, -1.71538], [-1.55707, -3.48458, 0.37710]], "mulliken_charge": [-0.6797, -0.2692, -0.3468, -0.2139, 0.4402, 0.3278, 0.2313, 0.2989, 0.2115], "homo_ev": -9.70, "lumo_ev": -0.15}

=====

## two
{"formula": "CH4FNS2", "method": "ωB97M-V with the def2-TZVPD basis set", "symbols": ["C", "N", "S", "S", "H", "H", "H", "F", "H"], "coordinates": [[-0.65841, -0.19976, -0.37389], [-0.92680, 1.21078, -0.46098], [-2.21568, 1.61673, -1.46688], [-0.06151, 2.30112, 0.26779], [0.26716, -0.41989, -0.98265], [-0.58426, -0.58869, 0.55829], [-1.55022, -0.74465, -0.92817], [0.53442, -0.47074, 3.16718], [0.42600, 0.49041, 3.49188]], "mulliken_charge": [-0.6616, 0.0317, -0.1363, -0.1060, 0.2719, 0.3478, 0.2509, -0.4066, 0.4082], "homo_ev": -8.72, "lumo_ev": -1.87, "smiles": "C[N+](=S)[S-].F"}

=====

Short version: two is the most stable of them.

=====

## one
{"formula": "CH4N2OS", "method": "ωB97M-V with the def2-TZVPD basis set", "symbols": ["C", "N", "N", "O", "S", "H", "H", "H", "H"], "coordinates": [[0.05462, 0.44473, 0.13014], [0.25484, -0.66060, 1.00864], [0.04974, -0.15639, -1.15975], [-0.83339, -1.29014, 1.58802], [-0.84898, -2.78652, 1.83750], [-0.85698, 0.94685, 0.24797], [0.90910, 1.19950, 0.19851], [0.88242, -1.33218, 0.60659], [-0.73929, -0.65832, -1.23373]], "mulliken_charge": [-0.2129, -0.1448, -0.5991, -0.0127, -0.1381, 0.3546, 0.2439, 0.3085, 0.2007], "homo_ev": [-7.93, -7.92], "lumo_ev": [-2.79, -2.79]}

=====

## two
{"formula": "CH4N2OS", "method": "ωB97M-V with the def2-TZVPD basis set", "symbols": ["C", "N", "N", "O", "S", "H", "H", "H", "H"], "coordinates": [[1.11745, -1.39517, -1.17791], [1.42324, -2.39206, -1.66563], [-1.50294, 1.10298, 0.19473], [-1.10452, 1.99119, 1.15049], [0.27771, 1.63869, 2.10403], [1.10656, 1.14163, 1.25244], [1.65917, -3.35364, -1.83988], [-2.24945, 0.47896, 0.45527], [-0.72722, 0.78743, -0.47354]], "mulliken_charge": [-0.2268, -0.0856, -0.3329, -0.2264, -0.0272, 0.1124, 0.3045, 0.2112, 0.2709], "homo_ev": -8.58, "lumo_ev": 0.80}

=====

Short version: two is the most stable of them.